Formula: C3H6ClNO2
Source: OMol25
Level of theory: wB97M-V/def2-TZVPD

Calculated values
Orbital gap (eV): 11.34
Energy (Eh): -783.106395
Energy above the lowest of the compared OMol25 structures with the same formula, charge and spin (kcal per mole): 154.7
SMILES string: CC[C@@H](Cl)[N+](=O)[O-]
Multiplicity: 1

XYZ file:
```
13
Properties=species:S:1:pos:R:3:forces:R:3
Cl -0.32063 2.22817 -0.18789 -0.26 -1.37 0.69
O -2.28554 -1.00821 -0.22399 -0.55 -0.12 -0.33
O -2.92579 1.02203 0.02296 -1.62 1.67 -0.16
N -2.10930 0.18311 -0.05220 1.60 -2.11 0.37
C 0.31398 -0.46576 -0.30780 -0.09 -2.85 -3.08
C 1.74550 -0.13876 0.00584 -3.14 -17.45 5.28
C -0.68151 0.48731 0.30952 0.65 2.70 -12.82
H -0.65547 0.35628 1.18664 0.35 -0.87 12.62
H 0.12542 -1.55683 0.12606 0.05 2.37 -1.14
H 0.19544 -0.51201 -1.51493 -0.11 0.06 2.90
H 2.05963 0.62922 -0.14269 5.82 16.42 -3.30
H 1.90973 -0.37579 1.10174 -0.38 0.77 -0.67
H 2.62852 -0.84874 -0.32327 -2.32 0.77 -0.35
```
Forces are in eV/Å.

Formula: C3H6ClO2P
Source: OMol25
Level of theory: wB97M-V/def2-TZVPD

Calculated values
Orbital gap (eV): 10.10
Energy (Eh): -1069.927659
Energy above the lowest of the compared OMol25 structures with the same formula, charge and spin (kcal per mole): 42.9
SMILES string: CC(=O)COPCl
Multiplicity: 1

XYZ file:
```
13
Properties=species:S:1:pos:R:3:forces:R:3
Cl 3.41420 -0.23458 0.54136 1.04 -0.42 1.65
P 2.54805 -0.49776 -1.26236 -0.07 0.86 -0.74
O 1.10111 -1.06548 -0.85850 -0.69 0.09 0.36
O -0.80752 0.76538 -1.51312 0.56 0.78 -2.15
C -1.96524 0.49835 0.51068 -0.38 -0.73 1.64
C 0.19570 -0.60676 0.17831 1.28 -2.37 -0.07
C -0.85267 0.29881 -0.43424 -0.41 -0.99 1.87
H 0.83827 -0.09881 0.96582 -1.20 -0.57 -0.58
H 2.48554 0.95310 -1.20958 -0.80 -0.53 -0.74
H -1.52872 0.49961 1.50471 0.07 -0.33 0.44
H -2.71070 -0.31840 0.51666 0.36 0.39 -0.30
H -2.42161 1.44721 0.47942 -0.79 1.05 -0.77
H -0.29641 -1.64066 0.58084 1.02 2.75 -0.63
```
Forces are in eV/Å.